{"formula": "C49H52F13N12O2PS", "method": "ωB97M-V/def2-TZVPD", "species": ["H", "H", "F", "O", "C", "C", "C", "C", "C", "H", "H", "H", "C", "C", "H", "C", "C", "C", "C", "C", "F", "H", "H", "H", "C", "C", "H", "H", "H", "H", "H", "H", "F", "C", "C", "H", "C", "C", "H", "H", "N", "C", "C", "H", "C", "C", "F", "H", "C", "C", "F", "H", "N", "C", "H", "C", "N", "H", "H", "N", "N", "C", "C", "F", "H", "P", "C", "H", "S", "H", "N", "C", "C", "H", "F", "H", "H", "N", "H", "C", "C", "N", "H", "C", "N", "C", "H", "H", "H", "F", "F", "F", "H", "H", "H", "H", "C", "C", "N", "H", "H", "C", "C", "H", "H", "H", "C", "C", "C", "H", "F", "H", "C", "C", "O", "N", "H", "F", "C", "F", "H", "C", "C", "H", "H", "H", "H", "C", "C", "N"], "xyz": [[0.325, -10.629, -1.705], [3.455, -9.785, 1.495], [0.747, 7.063, -2.172], [4.736, 6.093, 3.883], [10.011, -8.284, 5.667], [-1.671, -11.322, -1.647], [-9.378, 3.816, 3.462], [2.535, -7.507, -0.635], [3.127, -3.235, 0.958], [2.535, -1.071, 0.959], [2.336, -6.468, -0.838], [5.148, -3.231, -1.496], [-7.253, 4.866, -10.488], [0.070, -12.710, -1.456], [-0.081, 1.538, 2.167], [5.681, 4.689, 1.331], [10.791, -6.354, 6.517], [3.960, -1.775, -0.535], [-5.050, 5.024, -10.145], [-7.104, 4.442, -6.162], [-1.417, 4.025, -0.387], [-8.833, 5.965, 3.698], [-5.790, 5.635, -3.527], [-2.062, 2.216, 3.546], [3.402, 4.592, 0.315], [5.668, -4.800, 5.064], [-6.746, 2.935, 1.658], [4.308, 6.964, 3.889], [-3.538, -0.016, 3.954], [-7.922, 6.328, -7.059], [4.737, -4.875, 7.090], [1.999, 4.829, -2.089], [-2.424, 6.555, 1.844], [9.453, -6.201, 6.267], [-1.889, 1.207, 3.213], [-6.833, 5.344, 2.329], [-0.741, 6.338, -0.527], [-1.066, -13.470, -1.371], [11.443, -5.602, 6.927], [-0.016, -0.895, 1.590], [4.492, -3.012, -0.770], [-7.385, 5.832, -6.266], [-6.406, 4.255, -4.999], [4.436, 6.350, 1.144], [-1.310, 5.159, 0.327], [-8.673, 2.792, 2.773], [-5.488, 5.004, -1.342], [3.161, -3.175, 6.145], [5.287, -4.020, 3.938], [-8.653, 4.970, 3.329], [-0.436, 5.270, -2.588], [1.110, -12.986, -1.412], [4.196, 4.090, -0.818], [4.356, 5.280, 1.352], [-8.961, 1.759, 2.677], [-2.615, 0.061, 3.404], [-7.541, 4.684, 2.585], [-6.005, 3.363, -4.550], [2.951, 6.452, -0.578], [3.910, -3.577, 5.613], [1.892, 2.668, 1.213], [4.798, -4.506, 6.081], [2.825, -9.736, -0.643], [-0.378, 4.916, 1.295], [-6.450, 5.463, -8.626], [3.775, 5.004, 3.146], [1.421, 5.028, -1.184], [-7.128, 4.215, -12.567], [3.597, 1.673, -2.028], [9.845, -9.277, 5.285], [-0.790, 0.890, 2.464], [-7.544, 3.359, 2.244], [2.668, 3.485, 0.995], [2.573, -3.665, 1.775], [-4.961, 5.311, 1.199], [8.796, -5.361, 6.413], [4.230, -0.927, -1.140], [-6.283, 5.173, -9.574], [-4.153, 5.222, -9.585], [-2.629, 5.444, 1.104], [3.130, -9.270, 0.608], [-0.307, -11.406, -1.621], [-6.835, 7.475, -4.861], [-6.633, 4.512, -11.657], [-6.259, 5.476, -4.399], [3.994, -3.906, 0.138], [1.049, 4.059, -0.857], [1.636, 5.113, 3.163], [3.609, -2.564, 3.760], [-1.738, 7.033, -1.111], [-4.139, 3.478, -0.604], [-4.160, 6.932, -0.003], [-1.101, -14.538, -1.237], [3.108, -7.308, 1.388], [-7.382, 3.670, -6.860], [-4.450, 4.407, -12.151], [3.107, -1.879, 0.532], [-0.802, -0.446, 2.174], [6.690, 4.147, 1.288], [8.040, -7.554, 5.470], [1.870, 5.975, 0.752], [-2.174, -12.587, -1.493], [-4.232, 4.763, -0.929], [5.757, -4.003, 2.969], [12.120, -8.129, 6.199], [-10.309, 3.715, 3.994], [-3.975, 5.647, 0.323], [0.281, 5.913, -1.618], [3.968, 2.991, -1.295], [-8.296, 4.925, -10.229], [-3.410, 5.048, -1.934], [2.868, -10.766, -0.957], [11.145, -7.677, 6.135], [-1.923, -0.990, 2.743], [2.331, 5.786, 3.125], [2.954, -7.914, 0.602], [-2.216, -2.026, 2.691], [-2.802, 4.409, 1.946], [-6.847, 6.443, -5.164], [-0.119, 7.186, 0.331], [4.297, -4.939, 0.122], [2.446, -8.615, -1.434], [2.371, 5.635, -0.152], [-3.218, -12.851, -1.469], [6.488, -5.496, 5.120], [-2.165, -10.374, -1.771], [2.144, -8.622, -2.469], [-5.232, 4.613, -11.439], [4.199, -3.277, 4.309], [8.988, -7.379, 5.749]], "homo_energy_ev": -8.098, "homo_lumo_gap_ev": 7.3, "e_tot_ev": -129082.003, "max_force_ha_per_bohr": 0.027}